Record 1
C4H11NO2S | ωB97M-V with the def2-TZVPD basis set

The calculation puts the orbital gap at 10.10 eV. The HOMO energy comes out at -0.3425 Eh. As for the relative energy (zero: lowest compared OMol25 entry of this formula, charge and spin): 252.6 kJ/mol. The total charge is 0. For the energy, the calculation gives -20744.685 eV.

Each line ends with the natural charge from an NBO analysis.
Cartesian coordinates (Å):
C  -1.4738  1.2238  0.7123  -0.642
C  -1.6943  -1.3339  0.1265  -0.601
C  1.2572  0.4836  -1.0499  -0.413
C  -1.0111  0.0328  -0.1292  -0.055
N  0.4006  -0.2479  -0.1021  -0.681
O  3.1543  -1.1410  -0.3220  -0.932
O  2.4625  0.8850  1.1464  -0.957
S  2.9240  0.4793  -0.1545  1.515
H  -1.7818  2.1025  0.0908  0.212
H  -2.3354  0.8482  1.3050  0.216
H  -0.8893  1.5632  1.5135  0.220
H  -1.3271  -1.6319  1.1213  0.202
H  -1.2658  -2.1652  -0.5160  0.221
H  -2.7487  -1.2608  0.1864  0.204
H  1.6258  -0.0465  -1.9895  0.200
H  0.8213  1.5037  -1.2366  0.202
H  -1.3395  0.4480  -1.1020  0.183
H  0.7852  0.0779  0.7564  0.387
H  2.4358  -1.8210  -0.3567  0.518

Cartesian forces, eV/Å:
-2.321 -0.506 0.251
2.088 -0.142 0.674
0.559 -0.444 -0.604
-0.876 0.140 -1.513
1.481 0.095 -1.814
0.278 -0.375 0.023
0.246 0.188 2.127
-1.154 -0.426 -2.034
0.215 -0.797 0.634
-0.160 0.532 -0.614
1.707 0.409 0.806
-0.306 0.018 0.024
-0.899 1.289 0.256
-1.121 -0.195 -0.324
-1.403 0.521 0.814
1.011 -0.651 -0.091
0.612 -1.063 -0.276
-0.032 0.032 1.335
0.075 1.375 0.327

Record 2
C4H11NO2S | ωB97M-V with the def2-TZVPD basis set

The calculation puts the orbital gap at 9.52 eV. The HOMO energy comes out at -0.3296 Eh. Its SMILES is N[C@@H](C=O)CCS.O. As for the relative energy (zero: lowest compared OMol25 entry of this formula, charge and spin): 135.9 kJ/mol. The total charge is 0. For the energy, the calculation gives -20745.895 eV.

Each line ends with the natural charge from an NBO analysis.
Cartesian coordinates (Å):
N  -1.0637  1.4710  1.9725  -0.822
C  -0.2206  1.2757  0.7723  -0.152
C  1.2564  1.4581  1.1240  0.428
O  1.9746  0.5473  1.4299  -0.503
C  -0.4315  -0.1322  0.1805  -0.419
C  -1.5499  -0.1822  -0.8506  -0.517
S  -1.8703  -1.8973  -1.3572  -0.040
H  -1.1597  0.6095  2.4898  0.362
H  -0.6807  2.1889  2.5739  0.359
H  -0.5470  2.0594  0.0926  0.188
H  1.6932  2.4750  1.0504  0.104
H  0.5225  -0.4228  -0.2512  0.235
H  -0.5608  -0.7899  0.9979  0.208
H  -1.2704  0.4326  -1.7055  0.219
H  -2.4275  0.3112  -0.4298  0.226
H  -1.1012  -1.8908  -2.4485  0.122
O  2.9507  -0.1977  -1.1716  -0.934
H  3.0546  -1.1508  -1.3109  0.470
H  3.5993  0.1676  -1.7911  0.467

Cartesian forces, eV/Å:
0.019 0.002 -0.368
-0.218 -0.241 0.516
0.136 -0.080 -0.413
-0.050 -0.066 0.380
0.671 1.493 -0.657
0.475 0.333 0.484
-0.410 0.136 -0.056
0.230 -0.015 0.194
-0.128 -0.014 0.126
0.283 0.075 -0.430
-0.264 0.157 0.150
-0.043 -0.162 -0.316
-0.489 -0.937 0.801
-0.005 -0.209 -0.152
-0.304 -0.486 -0.072
0.080 0.025 -0.032
0.385 -0.302 -0.589
-0.166 0.212 0.224
-0.204 0.078 0.210

Record 3
C4H11NO3 | ωB97M-V with the def2-TZVPD basis set

The calculation puts the orbital gap at 6.21 eV. The HOMO energy comes out at 0.0262 Eh. As for the relative energy (zero: lowest compared OMol25 entry of this formula, charge and spin): 222.2 kJ/mol. The total charge is -2. For the energy, the calculation gives -11954.297 eV.

Each line ends with the natural charge from an NBO analysis.
Cartesian coordinates (Å):
C  -0.2510  -0.0895  -1.0497  -0.031
O  0.5477  -0.2130  -2.0997  -0.917
C  0.5350  -0.5008  0.2265  -0.070
C  0.0061  -0.1081  1.6886  -0.447
C  -1.3912  0.5524  1.9593  0.025
O  -1.3087  1.6876  2.6028  -0.947
N  0.8443  -1.9423  0.2658  -0.867
H  -1.1182  -0.7731  -1.1516  0.095
H  -0.6707  0.9904  -1.1215  0.142
H  1.4241  0.0540  0.0555  0.148
H  0.6648  0.7225  1.8569  0.191
H  0.2336  -0.8407  2.6156  0.157
H  -2.0784  0.4006  1.0944  0.079
H  -1.8931  -0.3349  2.6458  -0.039
H  0.6666  -2.2636  -0.6636  0.357
H  1.7608  -2.0431  0.5742  0.334
H  0.8167  2.2472  -2.8571  0.424
H  0.6432  0.6663  -3.0493  0.509
O  0.5685  1.7879  -3.5929  -1.142

Cartesian forces, eV/Å:
-1.697 1.072 0.587
2.448 -1.058 -2.976
-1.672 -0.066 2.124
0.780 -0.011 0.187
-0.630 -3.202 1.419
-0.308 1.260 0.026
-2.515 0.528 -0.629
-0.408 0.021 0.307
0.275 -1.271 1.327
1.186 0.475 0.066
0.271 0.743 0.739
-0.229 0.986 -2.524
0.282 0.763 -0.498
0.212 0.852 -0.489
0.725 -0.589 -0.690
1.812 -0.553 0.093
1.003 2.125 3.027
-0.915 1.196 0.781
-0.620 -3.273 -2.876

Record 4
C4H11NO3 | ωB97M-V with the def2-TZVPD basis set

The calculation puts the orbital gap at 9.73 eV. The HOMO energy comes out at -0.3455 Eh. As for the relative energy (zero: lowest compared OMol25 entry of this formula, charge and spin): 257.2 kJ/mol. The total charge is 0. For the energy, the calculation gives -11957.444 eV.

Each line ends with the natural charge from an NBO analysis.
Cartesian coordinates (Å):
H  -1.0385  -0.9197  1.7964  0.487
O  -0.0587  -0.7549  2.6252  -0.894
O  -1.7940  -1.4086  0.9571  -0.741
H  0.2048  0.1289  2.1134  0.530
H  0.5400  -1.4662  2.2057  0.497
C  -1.0704  -1.4954  -0.1867  0.744
O  -1.4133  -2.4471  -0.8681  -0.608
C  -0.0091  -0.4488  -0.4988  -0.170
H  0.9727  -0.9735  -0.5206  0.219
N  0.1361  0.7943  0.3466  -0.660
H  -0.6444  1.3743  -0.0096  0.379
C  1.4031  1.5139  0.1562  -0.425
H  1.8794  1.5529  -0.8460  0.189
H  1.2092  2.5645  0.4235  0.214
H  2.1445  1.1116  0.8313  0.192
C  -0.5229  0.0579  -1.9263  -0.627
H  -1.2378  0.8672  -1.8046  0.199
H  0.2666  0.7164  -2.2731  0.210
H  -0.9674  -0.7674  -2.5216  0.266

Cartesian forces, eV/Å:
-2.272 -1.449 -1.623
2.115 0.587 -1.628
3.097 2.430 1.184
-0.466 -1.757 0.658
-1.118 1.540 1.143
-3.228 -2.032 3.014
1.775 1.124 -1.415
-0.353 0.658 -1.801
-0.558 0.419 -0.371
-0.996 -0.779 -0.656
0.724 -0.217 0.792
-0.035 0.725 -0.221
-0.642 -0.385 0.194
0.231 -0.375 0.099
0.275 -0.055 0.243
0.940 -0.021 1.000
-0.981 -0.436 0.577
0.591 -0.786 -1.198
0.900 0.812 0.009

Record 5
C4H11NO3 | ωB97M-V with the def2-TZVPD basis set

The calculation puts the orbital gap at 9.62 eV. The HOMO energy comes out at -0.3276 Eh. Its SMILES is C[C@@H](N)CC(=O)O.O. As for the relative energy (zero: lowest compared OMol25 entry of this formula, charge and spin): 105.7 kJ/mol. The total charge is 0. For the energy, the calculation gives -11959.014 eV.

Each line ends with the natural charge from an NBO analysis.
Cartesian coordinates (Å):
C  2.0396  1.7118  0.3558  -0.612
C  0.5122  1.3711  0.2878  -0.026
N  0.2994  0.1841  -0.5267  -0.886
C  -0.0173  1.1436  1.7164  -0.514
C  -1.3588  0.3810  1.6371  0.812
O  -1.5228  -0.8029  1.4952  -0.602
O  -2.3653  1.2536  1.4868  -0.690
H  2.1384  2.7829  0.5732  0.201
H  2.5215  1.2279  1.2049  0.203
H  2.4297  1.4090  -0.6099  0.210
H  0.0586  2.2374  -0.1753  0.186
H  0.6873  0.2977  -1.4400  0.368
H  0.2189  -0.7314  -0.1383  0.397
H  -0.0626  2.0494  2.3085  0.237
H  0.6415  0.4736  2.2791  0.222
H  -3.1910  0.8196  1.2941  0.494
O  -1.0681  -5.5297  -4.1745  -0.948
H  -1.0022  -4.5865  -4.3527  0.473
H  -0.9591  -5.6921  -3.2214  0.475

Cartesian forces, eV/Å:
-1.257 0.512 0.644
1.553 -0.988 0.740
-0.698 1.345 -0.204
-0.544 -1.384 0.261
0.132 0.633 -1.095
0.414 0.082 0.647
0.344 1.103 0.459
0.246 -0.057 -0.465
0.142 -0.475 -0.320
0.589 0.297 0.117
-0.614 0.049 -0.114
0.143 -0.537 -0.233
0.213 -0.162 0.225
-0.350 0.286 -0.183
0.175 -0.013 -0.360
-0.486 -0.693 -0.123
0.002 -0.407 0.226
0.038 -0.072 0.394
-0.042 0.480 -0.618

Record 6
C4H11NO3 | ωB97M-V with the def2-TZVPD basis set

The calculation puts the orbital gap at 10.55 eV. The HOMO energy comes out at -0.3698 Eh. Its SMILES is C[C@@H](CO)NC=O.O. As for the relative energy (zero: lowest compared OMol25 entry of this formula, charge and spin): 141.3 kJ/mol. The total charge is 0. For the energy, the calculation gives -11958.645 eV.

Each line ends with the natural charge from an NBO analysis.
Cartesian coordinates (Å):
C  0.1845  -1.2311  1.3342  -0.636
C  -0.2506  -1.3574  -0.0941  -0.081
C  -1.6191  -0.6578  -0.3341  -0.072
O  -2.7359  -1.1572  0.3795  -0.708
N  0.7174  -0.7496  -1.0255  -0.610
C  0.9615  0.5707  -1.1808  0.536
O  0.4510  1.4871  -0.5690  -0.650
H  -0.0396  -0.2533  1.7537  0.236
H  1.2017  -1.5687  1.5019  0.225
H  -0.3669  -1.9391  1.9669  0.219
H  -0.4622  -2.3321  -0.5435  0.204
H  -1.5012  0.3727  -0.0095  0.201
H  -1.8632  -0.6442  -1.4006  0.161
H  -2.5790  -2.0838  0.5940  0.459
H  1.2413  -1.3195  -1.6676  0.401
H  1.7079  0.7933  -1.9483  0.123
O  2.1862  2.7574  1.0210  -0.958
H  1.6990  3.5516  0.8473  0.467
H  1.5791  2.0249  0.8715  0.483

Cartesian forces, eV/Å:
-0.403 -1.462 0.999
-1.241 0.919 -1.554
0.079 0.957 0.085
0.446 -0.604 0.350
0.150 0.331 -0.194
-0.100 0.137 0.058
-0.432 -0.271 0.181
0.372 0.182 -0.226
0.372 0.479 -0.196
-0.284 0.140 -0.174
0.689 -0.525 0.806
-0.105 0.115 -0.128
0.253 -0.146 -0.079
-0.184 0.008 -0.060
-0.125 -0.318 0.162
0.223 -0.223 -0.260
0.936 -0.492 0.656
-0.497 0.406 -0.223
-0.149 0.366 -0.203

Record 7
C4H11NO3 | ωB97M-V with the def2-TZVPD basis set

Its spin multiplicity is 2. The calculation puts the orbital gap (spin up / spin down) at 11.75 / 6.77 eV. The HOMO energy (spin up / spin down) comes out at -0.5433 / -0.5432 Eh. As for the relative energy (zero: lowest compared OMol25 entry of this formula, charge and spin): 0.0 kJ/mol. The total charge is +1. For the energy, the calculation gives -11951.041 eV.

Each line ends with the Löwdin spin population.
Cartesian coordinates (Å):
O  -0.8267  -1.0784  1.2059  0.000
C  -0.4152  0.0371  1.3353  0.001
O  0.1642  0.5231  2.4346  0.001
C  -0.6021  1.0740  0.2635  0.010
C  0.7294  1.6199  -0.2052  0.098
C  1.5291  0.4802  -0.9698  0.105
N  0.8146  -0.0322  -2.0715  0.715
H  0.3362  -0.2309  3.0306  0.000
H  -1.2472  1.8968  0.5608  0.003
H  -1.0058  0.5060  -0.5869  0.003
H  1.3271  2.0284  0.6015  0.006
H  0.5607  2.3929  -0.9537  0.000
H  1.7134  -0.3442  -0.2715  0.006
H  2.5142  0.8460  -1.2418  0.018
H  0.6053  0.5758  -2.8939  0.016
H  0.0381  -0.7025  -1.8814  0.017
H  -1.5078  -1.7968  -0.5727  0.000
H  -0.4066  -2.5546  -1.2066  0.001
O  -1.0236  -1.8427  -1.4211  0.001

Cartesian forces, eV/Å:
0.152 -1.060 0.331
-0.840 1.211 0.305
0.381 -0.624 -0.117
0.448 -0.435 -0.708
-0.150 0.068 -1.074
0.908 -0.597 0.923
-0.817 1.845 -0.579
-0.164 0.288 0.087
-0.162 -0.147 0.172
-0.587 0.583 0.472
0.335 -0.143 -0.013
0.025 0.242 0.149
-0.253 0.005 -0.056
-0.005 0.397 -0.408
0.768 -0.516 0.554
-0.131 -0.903 0.138
0.053 0.409 -0.255
0.012 -0.285 -0.317
0.028 -0.339 0.395

Record 8
C4H11NO4S | ωB97M-V with the def2-TZVPD basis set

Its spin multiplicity is 2. The calculation puts the orbital gap (spin up / spin down) at 7.62 / 5.04 eV. The HOMO energy (spin up / spin down) comes out at -0.1830 / -0.1830 Eh. As for the relative energy (zero: lowest compared OMol25 entry of this formula, charge and spin): 0.0 kJ/mol. The total charge is -1. For the energy, the calculation gives -24841.908 eV.

Each line ends with the Löwdin spin population.
Cartesian coordinates (Å):
C  0.9148  0.8525  0.7491  -0.001
N  0.8468  -0.5272  0.2120  0.000
C  1.3358  -1.7063  1.0155  0.000
O  1.7667  -1.5718  2.1530  0.000
O  1.3710  -2.7278  0.3023  0.000
C  -0.1994  1.9575  0.3825  0.007
C  -1.0313  1.8495  -0.8718  0.098
S  -2.0190  3.3366  -1.3546  0.858
H  1.9349  1.2324  0.5963  0.000
H  0.7924  0.7613  1.8242  0.000
H  0.4019  -0.6393  -0.6392  0.000
H  -0.9449  1.8254  1.2186  0.002
H  0.2907  2.8595  0.4201  0.000
H  -1.5846  0.8864  -0.7888  0.004
H  -0.3928  1.7412  -1.7424  0.031
H  2.3465  -2.6755  -2.0702  0.000
H  1.1982  -3.0076  -1.2545  0.000
O  1.4975  -3.0672  -2.1384  0.000
H  -2.3569  -0.8939  1.1284  0.000
H  -2.9180  0.1419  0.1803  0.000
O  -3.2501  -0.6277  0.6779  0.001

Cartesian forces, eV/Å:
-0.372 -0.710 -0.297
0.523 1.375 3.498
0.271 0.610 -2.034
-0.439 1.098 0.577
-0.578 -0.716 0.529
-1.059 -3.269 1.338
-0.123 -0.450 -0.260
0.460 -1.114 0.512
-0.255 0.370 -0.221
0.340 -0.083 0.193
-0.605 -0.818 -1.753
0.729 0.734 -0.598
0.890 2.296 0.353
-0.067 0.887 -0.585
0.220 -0.072 -0.458
1.177 0.498 0.031
-0.704 0.188 2.517
-0.369 -0.745 -3.423
-2.423 0.336 -1.074
-0.597 -0.347 0.137
2.982 -0.068 1.018

Question: Which of these has the highest energy?
Answer: number 7